{"formula": "C25H28Cl2N3S", "method": "ωB97M-V with the def2-TZVPD basis set", "e_homo_ev": -10.83, "charge": 1, "largest_force_ev_per_a": 2.28, "species": ["C", "C", "C", "N", "C", "S", "C", "C", "N", "C", "C", "C", "N", "C", "C", "C", "H", "H", "H", "H", "H", "H", "H", "H", "H", "H", "H", "H", "H", "H", "H", "H", "H", "H", "H", "Cl", "C", "C", "C", "C", "C", "C", "C", "C", "C", "Cl", "C", "C", "C", "C", "H", "H", "H", "H", "H", "H", "H", "H", "H"], "positions_angstrom": [[1.573, -2.968, 0.482], [1.968, -1.798, 1.370], [1.854, -2.202, 2.837], [3.345, -1.340, 1.102], [3.373, -0.061, 0.934], [4.881, 0.799, 0.895], [5.776, -0.575, 1.837], [7.240, -0.364, 1.838], [8.391, -0.189, 1.821], [1.971, 0.603, 0.899], [1.809, 1.542, 2.094], [1.714, 1.321, -0.428], [1.150, -0.603, 1.047], [-0.198, -0.593, 1.273], [-1.026, 0.463, 0.990], [-2.015, 0.998, 1.965], [2.263, -3.802, 0.655], [0.552, -3.290, 0.716], [1.625, -2.673, -0.573], [2.607, -2.974, 3.046], [2.048, -1.345, 3.496], [0.858, -2.609, 3.049], [5.396, -0.535, 2.871], [5.510, -1.531, 1.366], [2.577, 2.324, 2.033], [0.816, 2.007, 2.081], [1.950, 0.990, 3.036], [2.551, 2.005, -0.623], [1.645, 0.596, -1.252], [0.798, 1.920, -0.379], [-0.590, -1.535, 1.669], [-0.771, 1.124, 0.168], [-2.702, 1.679, 1.458], [-2.589, 0.167, 2.397], [-1.554, 1.556, 2.803], [-4.898, 5.620, -1.615], [-4.236, 4.052, -1.465], [-4.855, 3.114, -0.626], [-4.321, 1.838, -0.524], [-3.139, 1.456, -1.226], [-2.602, 0.140, -0.940], [-2.080, -0.794, -1.902], [-2.220, -2.181, -1.588], [-1.870, -3.172, -2.489], [-1.272, -2.815, -3.710], [-0.852, -4.033, -4.832], [-1.029, -1.466, -4.009], [-1.436, -0.466, -3.126], [-2.515, 2.435, -2.043], [-3.080, 3.704, -2.185], [-5.743, 3.393, -0.064], [-4.827, 1.093, 0.096], [-3.110, -0.365, -0.109], [-2.667, -2.459, -0.633], [-2.051, -4.222, -2.264], [-0.529, -1.215, -4.942], [-1.264, 0.573, -3.394], [-1.575, 2.215, -2.546], [-2.622, 4.445, -2.839]]}

=====

{"formula": "C25H28Cl5EuO2", "method": "ωB97M-V with the def2-TZVPD basis set", "e_homo_ev": [-3.95, -4.22], "s_squared": 15.761, "e_above_lowest_ev": 0.4404, "charge": -1, "multiplicity": 8, "largest_force_ev_per_a": 2.67, "species": ["O", "C", "C", "H", "H", "C", "H", "H", "C", "H", "H", "H", "C", "H", "H", "H", "Eu", "C", "C", "C", "H", "C", "C", "H", "H", "H", "H", "C", "C", "C", "H", "C", "C", "H", "H", "H", "H", "O", "C", "C", "H", "H", "C", "H", "H", "C", "H", "H", "H", "H", "Cl", "C", "C", "C", "Cl", "C", "Cl", "C", "Cl", "C", "Cl"], "positions_angstrom": [[0.705, -0.540, -3.162], [0.817, 0.765, -3.847], [0.665, 0.243, -5.255], [1.762, 1.239, -3.574], [0.006, 1.440, -3.609], [0.618, -1.138, -4.487], [1.520, 0.445, -5.912], [-0.293, 0.538, -5.721], [1.832, -2.031, -4.697], [2.742, -1.422, -4.653], [1.806, -2.564, -5.659], [1.856, -2.767, -3.880], [-0.724, -1.841, -4.547], [-1.542, -1.138, -4.353], [-0.762, -2.592, -3.743], [-0.908, -2.339, -5.507], [0.190, -0.659, 1.327], [-2.023, -0.985, 3.095], [-2.023, 0.449, 3.029], [-2.750, 0.823, 1.857], [-1.589, 1.116, 3.767], [-3.145, -0.374, 1.181], [-2.711, -1.482, 1.947], [-2.927, -2.530, 1.724], [-1.617, -1.573, 3.911], [-3.029, 1.843, 1.579], [-3.743, -0.439, 0.259], [1.138, -2.447, 3.055], [0.265, -3.152, 2.168], [0.912, -3.245, 0.889], [-0.725, -3.528, 2.422], [2.194, -2.611, 1.001], [2.323, -2.110, 2.334], [3.199, -1.606, 2.747], [0.935, -2.208, 4.101], [0.505, -3.733, -0.001], [2.963, -2.568, 0.222], [-0.145, 1.181, -1.696], [-1.505, 0.692, -1.635], [-2.369, 1.704, -2.378], [-1.804, 0.631, -0.566], [-1.552, -0.348, -2.039], [-1.580, 3.013, -2.039], [-3.396, 1.742, -1.978], [-2.386, 1.469, -3.466], [-0.178, 2.602, -1.532], [-2.085, 3.527, -1.199], [-1.520, 3.702, -2.900], [-0.054, 2.852, -0.462], [0.674, 2.999, -2.106], [-0.230, -0.636, 5.935], [0.824, 0.566, 5.292], [1.080, 0.594, 3.949], [1.908, 1.507, 3.385], [2.123, 1.477, 1.623], [2.540, 2.492, 4.199], [3.599, 3.647, 3.488], [2.263, 2.497, 5.591], [2.943, 3.695, 6.587], [1.391, 1.540, 6.145], [1.018, 1.575, 7.791]]}

=====

{"formula": "C25H28ClN2O4RuS3", "method": "ωB97M-V with the def2-TZVPD basis set", "e_homo_ev": [-16.27, -17.10], "s_squared": 6.041, "e_above_lowest_ev": 0.5744, "charge": 3, "multiplicity": 5, "largest_force_ev_per_a": 0.51, "species": ["Ru", "C", "C", "S", "C", "C", "S", "C", "C", "S", "H", "H", "H", "H", "H", "H", "H", "H", "H", "H", "H", "H", "O", "C", "C", "C", "C", "N", "C", "C", "C", "C", "C", "C", "O", "C", "C", "N", "H", "H", "H", "H", "H", "H", "H", "H", "H", "H", "H", "H", "Cl", "C", "C", "C", "C", "C", "C", "C", "O", "O", "H", "H", "H", "H"], "positions_angstrom": [[-0.086, 0.071, -0.072], [-3.499, 1.379, 0.284], [-2.510, 2.532, 0.164], [-0.822, 2.215, 0.765], [-1.110, 1.995, 2.562], [-0.448, 0.759, 3.142], [-0.737, -0.766, 2.203], [-2.540, -0.976, 2.343], [-3.216, -1.328, 1.027], [-2.862, -0.204, -0.345], [-4.386, 1.630, -0.298], [-3.827, 1.240, 1.312], [-2.871, 3.400, 0.719], [-2.398, 2.854, -0.870], [-2.188, 1.992, 2.717], [-0.716, 2.885, 3.051], [-0.795, 0.596, 4.164], [0.635, 0.855, 3.167], [-2.956, -0.070, 2.779], [-2.702, -1.782, 3.060], [-4.297, -1.366, 1.173], [-2.912, -2.312, 0.667], [1.671, -5.224, -4.042], [1.851, -5.343, -2.657], [1.348, -4.092, -2.004], [1.346, -3.952, -0.617], [0.890, -2.784, -0.060], [0.420, -1.767, -0.807], [0.432, -1.883, -2.158], [0.887, -3.027, -2.774], [-0.012, -0.685, -2.896], [-0.209, -0.656, -4.261], [-0.598, 0.524, -4.886], [-0.727, 0.572, -6.386], [0.605, 0.670, -6.846], [-0.768, 1.657, -4.098], [-0.576, 1.562, -2.737], [-0.215, 0.419, -2.135], [1.972, -6.023, -4.487], [2.908, -5.464, -2.385], [1.305, -6.196, -2.236], [1.707, -4.744, 0.026], [0.894, -2.636, 1.010], [0.912, -3.117, -3.849], [-0.052, -1.545, -4.855], [-1.337, 1.428, -6.685], [-1.214, -0.342, -6.741], [0.613, 0.814, -7.799], [-1.038, 2.607, -4.537], [-0.673, 2.432, -2.103], [7.437, 3.728, 1.925], [6.160, 2.735, 1.545], [4.894, 3.328, 1.244], [3.842, 2.519, 0.931], [4.023, 1.119, 0.904], [5.290, 0.537, 1.181], [6.346, 1.326, 1.516], [2.903, 0.196, 0.486], [3.187, -0.669, -0.315], [1.734, 0.415, 1.015], [4.803, 4.405, 1.276], [2.873, 2.942, 0.708], [5.393, -0.537, 1.110], [7.321, 0.916, 1.745]]}

=====

{"formula": "C25H28F5N5OP2S2Sn", "method": "ωB97M-V with the def2-TZVPD basis set", "e_homo_ev": -1.89, "e_above_lowest_ev": 0.0000, "charge": -2, "largest_force_ev_per_a": 0.22, "species": ["Sn", "N", "C", "S", "N", "N", "C", "C", "C", "C", "C", "C", "C", "O", "H", "H", "H", "H", "H", "H", "H", "C", "P", "C", "C", "C", "P", "C", "C", "H", "H", "H", "H", "H", "H", "H", "H", "H", "H", "H", "H", "H", "H", "H", "H", "F", "C", "C", "C", "F", "C", "F", "C", "F", "C", "F", "C", "C", "C", "C", "N", "C", "S", "N", "H", "H", "H", "H", "H"], "positions_angstrom": [[0.654, -0.798, -0.039], [0.817, -1.970, 4.617], [1.286, -1.899, 3.297], [1.210, -3.334, 2.357], [1.793, -0.733, 2.991], [2.243, -0.623, 1.685], [3.425, -0.175, 1.526], [4.067, 0.078, 0.238], [5.247, 0.826, 0.254], [5.965, 1.104, -0.894], [5.492, 0.593, -2.104], [4.341, -0.162, -2.150], [3.580, -0.442, -0.992], [2.502, -1.164, -1.100], [0.110, -2.683, 4.705], [0.517, -1.064, 4.952], [4.004, 0.042, 2.426], [5.596, 1.200, 1.212], [6.868, 1.699, -0.854], [6.029, 0.800, -3.024], [3.959, -0.547, -3.088], [-2.893, -3.415, 3.441], [-2.239, -1.968, 2.494], [-2.517, -2.582, 0.789], [-3.704, -0.845, 2.649], [-3.546, 0.425, 1.801], [-1.819, 1.099, 1.769], [-1.637, 1.565, 3.544], [-2.194, 2.751, 1.054], [-3.865, -3.751, 3.067], [-2.990, -3.153, 4.498], [-2.170, -4.229, 3.360], [-3.510, -3.034, 0.691], [-1.748, -3.319, 0.553], [-2.425, -1.763, 0.069], [-3.774, -0.582, 3.711], [-4.631, -1.368, 2.384], [-4.232, 1.206, 2.150], [-3.786, 0.217, 0.754], [-2.492, 2.148, 3.904], [-0.722, 2.146, 3.663], [-1.537, 0.659, 4.145], [-3.050, 3.224, 1.546], [-2.404, 2.617, -0.009], [-1.320, 3.398, 1.158], [1.057, 2.125, 1.862], [1.246, 2.445, 0.558], [1.165, 1.478, -0.418], [1.422, 1.928, -1.700], [1.423, 1.084, -2.750], [1.724, 3.245, -2.004], [1.976, 3.640, -3.265], [1.782, 4.176, -0.986], [2.079, 5.459, -1.254], [1.545, 3.774, 0.312], [1.618, 4.678, 1.309], [-2.650, -1.712, -6.371], [-1.952, -1.349, -5.087], [-0.620, -1.679, -4.872], [-0.098, -1.282, -3.649], [-0.804, -0.637, -2.741], [-2.108, -0.344, -3.014], [-3.019, 0.543, -1.860], [-2.683, -0.700, -4.193], [-1.998, -2.275, -7.040], [-2.984, -0.805, -6.878], [-3.539, -2.306, -6.151], [-0.025, -2.201, -5.609], [0.943, -1.477, -3.393]]}

=====

no.,M (g mol⁻¹)
1,473.5
2,689.7
3,653.2
4,754.3